No. 1
DFT (ωB97M-V/def2-TZVPD) results for 2 unconnected molecules or ions with the total composition CH5IN2 at a distorted geometry.

The geometry in XYZ format:
```
9
Properties=species:S:1:pos:R:3:forces:R:3
C 1.0561 1.0440 1.3824 2.424 -2.787 0.326
N -0.1279 0.5622 -0.4469 -3.760 -2.280 1.741
N 0.9039 1.0917 -0.0848 1.250 0.469 1.414
I -1.6826 -3.3310 -3.0335 0.628 -0.407 0.267
H 2.0409 0.5337 1.6569 -1.094 0.472 -0.516
H 1.1933 2.0212 1.6804 -0.344 2.075 1.217
H 0.2854 0.4164 1.9367 0.579 1.194 -0.812
H -2.9217 -2.5183 -3.5486 -0.625 0.413 -0.260
H -0.7474 0.1803 0.4573 0.941 0.850 -3.377
```
Forces are in eV/Å.

Computed properties:
**Energy relative to the best compared isomer or geometry (same formula, charge and spin)**: 34.1 kcal/mol
**E_LUMO (spin up / spin down)**: 0.9 / -1.8 eV
**DFT total energy**: -448.10439 a.u.
**⟨S²⟩**: 2.007
**Spin multiplicity**: 3
**Frontier orbital gap (spin up / spin down)**: 7.34 / 8.22 eV

No. 2
DFT (ωB97M-V/def2-TZVPD) results for 2 unconnected molecules or ions with the total composition C4H12O at a distorted geometry.

The geometry in XYZ format:
```
17
Properties=species:S:1:pos:R:3:forces:R:3
C 1.7314 0.6643 -0.0291 -1.055 2.529 -0.841
C 2.9545 1.0188 -0.8790 1.823 0.760 -2.652
H 1.2864 -0.2563 -0.3595 -0.087 -0.409 0.068
H 1.8760 0.6751 1.0345 0.647 -0.523 0.455
H 0.9511 1.4989 -0.1062 0.786 -1.179 -0.293
H 3.8510 1.4097 -0.3482 -0.660 -0.692 0.098
H 2.9021 1.8109 -1.7242 -1.036 -0.659 1.658
H 3.3031 0.2197 -1.6073 -0.309 0.179 1.542
C -1.6546 -1.1190 0.6612 -1.887 -3.814 -1.189
C -2.9736 -0.3230 0.7073 0.838 3.141 -0.800
O -1.2549 -1.3235 -0.6924 2.262 1.459 -0.763
H -0.8076 -0.9448 1.2318 1.328 1.879 1.357
H -1.7442 -2.2318 0.9761 -0.966 1.595 0.026
H -3.2398 0.0844 -0.3684 1.162 -0.425 2.037
H -0.3726 -0.8522 -0.8026 -1.901 -0.892 -0.082
H -2.9791 0.5839 1.4634 0.003 -1.880 -1.519
H -3.8295 -0.9151 0.8428 -0.951 -1.070 0.899
```
Forces are in eV/Å.

Computed properties:
**Energy relative to the best compared isomer or geometry (same formula, charge and spin)**: 45.0 kcal/mol
**E_LUMO**: 1.0 eV
**DFT total energy**: -234.76088 a.u.
**Frontier orbital gap**: 10.98 eV

No. 3
DFT (ωB97M-V/def2-TZVPD) results for 8 unconnected molecules or ions with the total composition C47H102BF4N5O6 at a distorted geometry.

The geometry in XYZ format:
```
165
Properties=species:S:1:pos:R:3:forces:R:3
C 23.5588 25.1874 2.0202 -1.112 -0.148 0.809
C 24.4854 24.7599 3.1391 1.173 0.353 0.559
C 23.7985 24.1712 4.3891 0.117 1.204 -1.421
N 24.7032 23.9120 5.6489 -2.548 -1.165 0.099
C 25.2732 25.2106 6.1872 -0.011 0.339 1.223
C 26.0954 25.0293 7.4861 0.790 -0.984 -0.417
C 27.1419 23.9039 7.2366 0.290 -0.533 0.529
C 26.5278 22.6030 6.6963 0.205 -0.347 -1.733
C 25.7372 22.7722 5.3875 -0.714 2.541 1.094
C 23.6690 23.4274 6.7217 -0.050 0.910 -1.850
H 22.9780 24.3110 1.7326 0.159 -0.106 -0.604
H 24.1111 25.6198 1.1859 -0.069 -0.328 0.071
H 22.8111 25.9018 2.3648 -0.003 0.360 0.019
H 24.9875 25.6458 3.5279 0.451 0.136 -0.410
H 25.1817 24.1097 2.6095 0.375 -0.336 0.600
H 23.1541 23.3819 4.0019 0.678 -1.202 0.935
H 23.0639 24.9403 4.6276 0.151 0.234 0.834
H 25.8594 25.7796 5.4656 -0.120 -0.534 -0.281
H 24.4109 25.8060 6.4876 -0.168 0.123 -0.536
H 26.5664 25.9620 7.7965 0.304 0.165 -0.734
H 25.5016 24.8781 8.3875 -0.442 -0.680 -0.239
H 27.9769 24.2579 6.6319 -0.285 0.147 -0.445
H 27.6517 23.5489 8.1322 -0.129 0.572 0.432
H 27.2170 21.8814 6.2578 1.058 0.112 0.768
H 26.0851 22.0494 7.5243 -0.732 0.041 -0.323
H 26.3147 23.2906 4.6221 0.592 -0.639 -0.070
H 25.2497 21.8953 4.9614 -0.289 0.082 0.165
H 23.2695 22.5042 6.3022 0.296 -0.342 0.514
H 22.8788 24.1697 6.6089 -0.119 0.001 0.360
H 24.0017 23.4338 7.7596 0.404 -0.361 -0.465
C 20.1632 16.7279 6.6228 -0.172 -0.586 0.544
C 21.1338 15.7018 6.0368 0.616 0.074 -1.387
C 21.4482 16.0501 4.5570 0.330 -1.438 -0.282
N 22.2767 14.9597 3.7926 0.683 0.058 -0.155
C 21.6516 13.5626 3.9018 -1.081 1.982 2.764
C 22.2994 12.5062 3.1534 0.237 -0.547 -2.650
C 22.2058 12.9289 1.6777 0.452 -1.057 -0.203
C 23.0131 14.2260 1.4721 -1.873 -1.843 -0.697
C 22.4184 15.3562 2.2815 1.120 0.536 0.434
C 23.6501 14.8180 4.4296 0.084 0.050 -0.875
H 19.1608 16.4866 6.2689 -0.082 0.500 -0.241
H 20.4428 17.7725 6.4859 -0.020 -0.039 -0.627
H 20.0904 16.6504 7.7076 0.163 -0.377 0.117
H 20.7086 14.6990 5.9945 -0.197 0.145 0.659
H 22.0907 15.6615 6.5573 -0.099 -0.008 0.248
H 22.0302 16.9709 4.5178 -0.021 0.016 -0.505
H 20.5489 16.0464 3.9411 -0.242 0.605 0.208
H 20.5804 13.7201 3.7757 -0.083 -0.347 -0.675
H 21.7558 13.2900 4.9520 -0.105 0.317 0.179
H 21.7535 11.5836 3.3507 0.231 -0.093 0.045
H 23.3525 12.4081 3.4168 -0.095 -0.285 0.256
H 21.1626 12.9515 1.3627 -0.308 0.864 0.281
H 22.5404 12.1971 0.9424 0.666 -0.349 0.425
H 22.9055 14.3230 0.3918 0.183 1.125 -0.005
H 24.0625 13.9876 1.6450 0.002 0.407 0.314
H 21.4796 15.7770 1.9213 -0.323 -0.703 0.090
H 23.1174 16.1811 2.1437 0.019 0.393 1.055
H 23.9683 15.8063 4.7614 0.197 -0.354 0.224
H 24.3213 14.4318 3.6625 0.119 0.372 0.152
H 23.6237 14.0133 5.1644 0.026 0.651 0.418
C 22.6544 19.5028 7.5617 -0.169 0.393 -1.387
C 22.0640 20.4018 8.6071 0.414 -0.498 1.433
C 20.5497 20.4887 8.6490 0.089 0.777 1.218
N 20.0091 21.0695 10.0057 0.972 0.018 0.643
C 18.6401 21.7667 9.8423 -0.177 -1.357 0.785
C 17.5964 20.7167 9.6054 -0.491 -0.021 -0.389
C 17.4626 19.7878 10.8007 0.942 -1.503 0.292
C 18.7945 19.0528 11.1884 1.050 0.787 -1.140
C 20.0502 19.9939 11.1370 -2.133 0.557 -0.219
C 20.9376 22.1135 10.5598 -1.195 1.145 -0.556
H 23.7177 19.4600 7.7975 0.019 -0.076 -0.821
H 22.4017 20.0154 6.6335 1.031 0.096 -0.568
H 22.3047 18.5082 7.2853 -0.266 -0.264 1.221
H 22.4860 21.3854 8.4009 -0.227 0.198 -0.072
H 22.5650 20.1512 9.5421 -0.589 -0.269 0.476
H 20.0385 19.5336 8.5281 0.073 0.155 -0.258
H 20.3490 21.2310 7.8765 -0.928 -0.242 -0.032
H 18.6860 22.6178 9.1628 0.350 -0.361 -0.214
H 18.2186 22.1002 10.7906 1.275 0.710 0.488
H 17.7676 20.1473 8.6918 -0.140 -0.068 -0.085
H 16.6401 21.2343 9.5296 -0.036 0.019 -0.401
H 16.7337 19.0422 10.4830 0.015 -0.196 0.335
H 17.0720 20.2138 11.7249 -0.121 0.614 -0.288
H 19.0239 18.2265 10.5156 -0.405 -0.224 0.021
H 18.7975 18.6825 12.2136 -0.290 -0.177 -0.142
H 21.0248 19.5113 11.0636 -0.237 -0.092 0.008
H 19.9757 20.5940 12.0438 0.423 0.015 -0.010
H 20.3819 22.5642 11.3821 0.293 -0.119 0.194
H 20.9253 22.8877 9.7926 0.836 0.112 0.012
H 21.9158 21.7796 10.9060 -0.252 -0.164 -0.440
C 22.0850 18.6597 -0.8296 -1.007 -0.431 2.410
C 21.0664 19.5513 0.0347 0.056 -0.430 -0.964
C 20.9538 19.2149 1.5545 0.801 0.748 -1.186
N 20.0921 20.2026 2.3603 -0.328 -2.309 0.302
C 20.7960 21.6254 2.5020 -1.076 -2.450 0.736
C 20.1728 22.3565 3.6511 -0.095 0.666 0.920
C 20.0324 21.6774 5.0297 0.757 -0.306 -0.798
C 19.2736 20.3657 4.8679 -1.423 -0.028 -0.646
C 19.7950 19.4756 3.7213 1.216 0.548 0.867
C 18.7376 20.1605 1.7177 -0.125 2.587 0.096
H 22.5387 19.1561 -1.6874 -0.038 0.124 0.465
H 21.6414 17.7074 -1.1202 -0.433 0.186 -0.368
H 22.7764 18.3327 -0.0530 1.006 0.309 -0.495
H 20.0842 19.4421 -0.4250 -0.005 0.302 -0.094
H 21.4359 20.5674 -0.1035 -0.217 0.158 0.218
H 21.9749 19.2606 1.9330 -0.068 -0.373 0.612
H 20.4563 18.2568 1.7051 0.308 -0.135 0.037
H 21.8051 21.2745 2.7183 0.346 0.576 -0.266
H 20.6212 22.2062 1.5963 0.437 -0.470 -0.172
H 20.8524 23.1836 3.8567 -0.286 0.495 -0.408
H 19.1971 22.7274 3.3374 0.001 0.316 0.066
H 21.0450 21.5642 5.4171 0.248 -0.634 -0.047
H 19.6113 22.4132 5.7148 -0.652 -0.237 -0.059
H 19.1325 19.7384 5.7480 0.798 -0.099 0.253
H 18.2174 20.5575 4.6783 -0.177 0.612 -0.305
H 20.6618 18.9953 4.1752 0.810 0.298 -0.880
H 19.1462 18.6345 3.4770 -0.281 0.367 -0.010
H 18.1454 20.8053 2.3671 -0.407 0.033 -0.301
H 18.2115 19.2079 1.6554 0.810 -0.209 0.012
H 18.8421 20.6471 0.7479 -0.325 -0.202 0.046
C 28.1745 19.7253 3.6108 0.299 0.283 0.254
C 28.1953 18.3181 3.0009 -1.074 0.976 -2.369
C 27.2723 18.1715 1.6768 -0.183 -1.979 2.346
N 27.2286 16.6384 1.2319 0.261 -0.214 1.079
C 25.9020 16.4361 0.4073 1.092 1.240 -0.896
C 26.0238 17.0702 -1.0088 1.247 -1.804 0.956
C 27.3285 16.4705 -1.5974 0.746 0.799 -0.549
C 28.6539 16.8168 -0.8370 -1.172 0.429 0.180
C 28.5708 16.2206 0.5546 -1.455 -1.027 -0.803
C 27.1204 15.6563 2.4366 0.302 1.203 -0.097
H 28.2348 20.5735 2.9288 -0.077 -0.273 -0.427
H 29.0808 19.7846 4.2133 -0.060 0.109 0.236
H 27.3363 19.9265 4.2779 -0.206 -0.276 -0.074
H 27.7675 17.6325 3.7324 0.668 -0.141 -0.032
H 29.2313 18.1514 2.7059 -0.055 -0.614 0.323
H 27.4196 18.7808 0.7851 0.238 0.025 0.351
H 26.2551 18.2580 2.0586 -0.133 0.656 -0.338
H 25.0852 16.9274 0.9361 0.283 -0.085 0.558
H 25.6921 15.3731 0.2883 0.360 -0.025 0.217
H 26.0160 18.1602 -1.0141 -0.053 -0.028 0.100
H 25.1821 16.6675 -1.5722 -0.096 0.302 -0.121
H 27.3782 16.7588 -2.6474 0.308 0.242 0.019
H 27.3624 15.3818 -1.6378 -0.681 -0.236 0.171
H 28.7957 17.8828 -0.6591 -0.087 0.242 -0.534
H 29.5128 16.4761 -1.4153 0.001 -0.197 0.276
H 29.4635 16.3679 1.1625 -0.516 0.637 0.427
H 28.4332 15.1394 0.5410 0.273 -0.192 -0.449
H 26.4332 16.0774 3.1704 -0.185 -0.210 -0.129
H 28.0906 15.5583 2.9239 -0.050 0.189 -0.051
H 26.8385 14.6536 2.1152 -0.211 0.293 -0.312
B 26.9450 14.9056 6.2574 1.573 0.446 1.323
F 26.2847 16.0983 5.9663 -0.534 1.484 -0.533
F 26.7448 14.5486 7.5617 0.043 0.415 1.772
F 26.4062 13.9269 5.5502 -1.914 -2.675 -3.061
F 28.3058 14.9825 5.9413 0.357 0.611 -0.143
O 24.7611 21.7139 2.1993 -0.308 1.227 1.642
C 25.3120 21.7476 0.9726 2.618 0.978 -4.567
O 25.9933 22.7206 0.5270 -1.092 0.600 2.970
O 25.1694 20.7775 0.2120 -1.455 -2.581 0.562
H 24.3153 20.8785 2.3576 0.008 -0.433 -0.146
O 24.6980 18.5717 5.2504 0.799 0.048 0.784
C 24.0256 19.0091 4.1825 -1.113 2.103 0.594
O 23.9469 18.2551 3.2388 -0.060 -2.764 -2.909
O 23.5085 20.1354 4.2321 -0.843 1.530 0.717
H 25.1994 17.8882 4.7999 0.682 -0.968 0.942
```
Forces are in eV/Å.

Computed properties:
**Energy relative to the best compared isomer or geometry (same formula, charge and spin)**: 111.7 kcal/mol
**E_LUMO**: -4.4 eV
**DFT total energy**: -3001.06167 a.u.
**Net charge**: +2
**Frontier orbital gap**: 5.39 eV

No. 4
DFT (ωB97M-V/def2-TZVPD) results for 2 unconnected molecules or ions with the total composition C37H31O5 at a distorted geometry.

The geometry in XYZ format:
```
73
Properties=species:S:1:pos:R:3:forces:R:3
C 3.8628 4.5341 -1.6912 0.105 0.097 -0.132
C 2.9075 3.5076 -1.1322 0.185 -0.321 0.010
O 3.4990 2.2057 -1.2931 -0.442 1.171 0.154
C 2.6809 1.1732 -0.8763 0.187 -0.945 0.239
C 3.3979 -0.0644 -1.0221 -0.051 -0.314 0.007
C 2.7890 -1.3388 -1.1474 0.071 1.213 0.351
C 3.7088 -2.4883 -1.5397 0.074 -0.662 -0.280
C 4.8791 -2.2802 -2.2857 0.048 -0.216 0.113
C 5.6838 -3.3501 -2.7044 -0.380 -0.017 0.231
C 5.3108 -4.6671 -2.4006 -0.177 0.327 0.105
C 4.1364 -4.8935 -1.6638 0.204 0.374 -0.116
C 3.3479 -3.8172 -1.2433 0.256 0.128 -0.116
O 1.5713 -1.5505 -0.9977 -0.016 -0.734 -0.026
O 1.5553 1.4086 -0.4497 0.363 0.055 -0.296
H 3.4537 5.5303 -1.5002 0.070 0.006 -0.050
H 4.8494 4.4701 -1.2179 -0.166 -0.033 -0.112
H 3.9700 4.4118 -2.7753 0.090 0.004 0.203
H 2.7259 3.7062 -0.0636 -0.102 -0.139 -0.266
H 1.9512 3.5564 -1.6739 0.181 -0.106 0.273
H 4.4775 0.0353 -1.1080 -0.320 0.011 -0.180
H 5.1483 -1.2544 -2.5418 -0.022 -0.365 -0.007
H 6.5952 -3.1387 -3.2703 -0.299 -0.156 0.139
H 5.9241 -5.5050 -2.7410 -0.190 0.239 0.131
H 3.8324 -5.9125 -1.4176 0.097 0.245 -0.079
H 2.4343 -4.0026 -0.6783 0.161 0.168 -0.167
C 0.1555 -5.6990 3.5528 0.168 0.692 0.493
O 0.3092 -4.5407 4.4129 -0.081 -0.541 -0.347
C 0.3231 -3.3227 3.8107 0.002 0.758 -0.874
C 0.3640 -2.1642 4.6353 0.037 -1.339 -0.281
C 0.3610 -0.9132 4.0660 -0.198 0.658 -1.169
C 0.2126 -0.7442 2.6551 0.495 -2.229 0.738
C 0.1298 0.5332 2.0218 -2.147 1.837 -1.241
C -0.9357 0.9300 1.1943 1.666 -0.654 1.382
C -1.0605 2.2893 0.7701 -0.342 0.814 -0.539
C -2.1401 2.7622 0.0730 0.482 -0.546 0.556
C -2.1794 4.1479 -0.4186 0.181 1.059 -0.075
C -0.9757 4.8245 -0.7243 -0.348 -0.071 0.055
C -0.9833 6.1551 -1.1480 -0.273 -0.142 0.115
C -2.1968 6.8431 -1.2904 -0.066 -0.260 0.095
C -3.3991 6.1873 -0.9984 0.569 -0.064 -0.016
C -3.3809 4.8636 -0.5636 -0.125 0.009 0.053
C -3.3127 1.8734 -0.1148 -0.680 0.300 -0.223
O -4.4470 2.3216 -0.3708 1.340 -0.512 0.132
C -3.0695 0.4234 0.0677 0.986 -0.058 0.598
C -4.0384 -0.5743 -0.4027 -0.547 -0.922 -0.209
C -3.6239 -1.9002 -0.6897 -0.242 0.386 0.085
C -4.5519 -2.8769 -1.0570 -0.121 0.319 0.045
C -5.9083 -2.5462 -1.1943 0.100 0.253 0.108
C -6.3264 -1.2319 -0.9483 0.415 -0.434 -0.068
C -5.4009 -0.2712 -0.5534 -0.115 0.062 0.040
C -1.9610 0.0268 0.7709 -1.106 -0.191 -0.375
C 0.1819 -1.9139 1.8632 0.032 0.971 -0.030
C 0.2920 -3.1733 2.4030 -0.161 -0.536 1.129
H 0.0921 -6.5340 4.2501 0.007 0.010 -0.192
H -0.7630 -5.6309 2.9480 0.290 0.026 0.225
H 1.0316 -5.8123 2.8955 -0.275 0.005 0.193
H 0.4014 -2.3154 5.7139 0.016 0.126 -0.247
H 0.3994 -0.0226 4.6939 0.032 -0.224 -0.071
H 0.8772 1.2814 2.2811 -0.192 0.025 -0.048
H -0.2653 2.9760 1.0602 -0.092 -0.194 -0.201
H -0.0363 4.2787 -0.6198 -0.193 0.205 -0.151
H -0.0355 6.6544 -1.3603 -0.292 -0.129 0.013
H -2.2088 7.8811 -1.6200 0.052 -0.208 0.045
H -4.3593 6.6954 -1.0964 0.295 -0.047 0.004
H -4.3112 4.3570 -0.3239 0.285 0.247 -0.097
H -2.5595 -2.1429 -0.6327 -0.364 -0.005 -0.055
H -4.2123 -3.8984 -1.2397 -0.106 0.306 -0.018
H -6.6350 -3.3013 -1.4941 0.204 0.129 0.066
H -7.3705 -0.9374 -1.0572 0.223 -0.191 0.010
H -5.7254 0.7459 -0.3599 0.043 -0.350 -0.027
H -1.8783 -1.0181 1.0599 -0.053 0.273 -0.110
H 0.1075 -1.8102 0.7846 0.328 0.047 0.058
H 0.3209 -4.0319 1.7297 -0.052 0.302 0.297
```
Forces are in eV/Å.

Computed properties:
**Energy relative to the best compared isomer or geometry (same formula, charge and spin)**: 3.6 kcal/mol
**E_LUMO**: 1.6 eV
**DFT total energy**: -1804.76637 a.u.
**Net charge**: -1
**Frontier orbital gap**: 5.65 eV